No. 1
{"formula": "C2H3FIN", "method": "ωB97M-V/def2-TZVPD", "e_tot_ev": -14424.0026, "e_above_lowest_ev": 6.266, "elements": ["C", "C", "N", "F", "I", "H", "H", "H"], "positions_angstrom": [[-0.70047, 0.80757, 0.65979], [0.51688, 0.80966, 0.20539], [0.96240, -1.17488, -0.92250], [0.99831, -2.05523, 0.25322], [-0.55828, -1.50322, -2.11604], [-1.09832, 1.61452, 1.28468], [-1.40058, -0.04682, 0.37143], [1.28007, 1.54841, 0.26402]], "atomic_forces_ev_per_a": [[-0.932, -1.410, -0.615], [-0.832, -1.370, -0.540], [1.893, 1.676, 3.001], [-0.722, 0.792, -1.608], [-1.311, -0.540, -0.399], [0.140, -0.219, -0.233], [0.828, 1.176, 0.605], [0.936, -0.106, -0.211]]}



No. 2
{"formula": "C2H3FN", "method": "ωB97M-V/def2-TZVPD", "smiles": "[NH3+]C#CF", "e_tot_ev": -6316.8966, "e_above_lowest_ev": 3.529, "charge": 1, "elements": ["N", "C", "C", "F", "H", "H", "H"], "positions_angstrom": [[-0.24290, -0.03022, -0.03627], [-1.60883, 0.03470, -0.01084], [-2.78346, -0.03192, 0.14113], [-4.38127, -0.05586, -0.04487], [0.21163, 0.43234, -0.81280], [0.14034, -1.03675, 0.21428], [0.26425, 0.45450, 0.63711]], "atomic_forces_ev_per_a": [[1.836, -3.181, 0.072], [-1.402, 0.107, 0.437], [-7.317, 0.005, -1.437], [7.530, 0.103, 1.100], [-0.098, -0.622, -1.600], [-0.881, 1.759, -1.477], [0.333, 1.827, 2.905]]}



No. 3
{"formula": "C2H3FN2O2S", "method": "ωB97M-V/def2-TZVPD", "smiles": "N#CC[S@](=O)(F)=NO", "e_tot_ev": -22745.6424, "e_above_lowest_ev": 0.094, "elements": ["N", "C", "C", "S", "O", "F", "N", "O", "H", "H", "H"], "positions_angstrom": [[-2.40059, 1.11050, -1.64579], [-1.69301, 0.32115, -1.25871], [-0.73149, -0.51305, -0.63831], [0.81589, 0.42890, -0.23883], [1.08041, 1.51422, -1.11263], [2.00821, -0.72419, -0.65094], [0.86089, 0.76357, 1.27166], [0.45753, -0.50004, 2.10197], [-0.97277, -0.87454, 0.33365], [-0.16967, -1.31832, -1.14175], [0.74460, -0.20820, 2.97968]], "atomic_forces_ev_per_a": [[-1.659, 1.506, -0.977], [1.208, -1.073, 0.460], [3.427, -0.955, 0.163], [1.074, -0.294, 1.154], [-0.170, -0.006, 0.032], [-2.001, 1.042, 0.501], [-0.293, -1.837, 0.556], [0.439, 1.828, -1.734], [-0.687, -0.307, 0.795], [-1.372, -0.031, -0.670], [0.035, 0.126, -0.279]]}



No. 4
{"formula": "C2H3FNO2S3", "method": "ωB97M-V/def2-TZVPD", "multiplicity": 3, "s2": 2.01, "e_tot_ev": -42928.7602, "charge": -1, "elements": ["C", "C", "N", "O", "O", "F", "S", "S", "S", "H", "H", "H"], "positions_angstrom": [[-0.20146, -0.75668, -1.32552], [0.55421, -0.64156, -0.06029], [-1.90299, 0.98318, 1.66897], [0.10986, 0.22222, -2.23930], [-1.02383, -1.64063, -1.52579], [-2.76712, 1.48783, 0.64993], [1.38716, 0.78617, 0.36617], [0.43324, -1.85053, 1.24398], [-0.79978, 2.17051, 2.14772], [0.54942, 0.85088, -1.68890], [-0.79432, -2.45738, 0.97575], [0.23579, 1.47335, 1.45957]], "atomic_forces_ev_per_a": [[0.021, -0.666, 0.695], [-0.645, -0.377, 0.252], [-0.165, -0.039, -0.043], [-1.474, -1.882, -0.235], [0.656, 0.696, -0.420], [0.307, 0.196, 0.399], [1.079, -0.252, -0.780], [-1.026, -0.090, -0.750], [-1.490, 0.475, 0.373], [1.127, 1.473, 0.632], [1.045, 0.644, -0.096], [0.564, -0.178, -0.028]]}